123
Properties=species:S:1:pos:R:3:forces:R:3 method="wB97M-V/def2-TZVPD" total_charge=-1
H 3.200691 4.741321 5.799856 -0.5 -0.8 0.4
C 2.118555 -7.082997 -2.369292 0.1 -0.2 -0.2
C -4.690490 7.689593 -3.322051 0.0 0.2 -0.2
H -2.407351 -3.255697 3.699530 0.0 0.0 0.0
C -4.327203 7.943905 -0.831551 0.0 0.2 0.2
N -3.312067 5.518906 1.522677 0.1 -0.8 0.9
C -0.430784 -1.969567 -5.127024 0.0 0.1 -0.2
C 1.183017 -3.434128 7.168208 -0.2 0.1 -0.2
H 2.952851 -8.793086 -3.300336 0.0 0.0 0.0
H 2.215231 3.667167 6.988712 0.6 0.3 -0.9
H -2.722770 -5.705691 4.003558 0.0 0.0 0.0
H -2.288717 -0.464413 -0.120175 1.3 0.0 0.0
Nb 1.761156 3.404828 2.475663 -3.7 -1.8 2.0
H -2.240556 3.756679 1.074702 0.3 0.7 0.9
C 2.822730 -1.773731 7.918371 -0.2 0.1 -0.1
C -3.188932 -5.489338 0.548992 0.0 0.2 -0.1
H -0.985892 0.268519 1.940646 0.9 0.9 -0.1
H 3.244134 -0.777016 7.948810 0.0 0.0 -0.1
C 3.412103 2.557814 3.799450 1.9 0.1 1.1
C -2.218234 -2.637199 -11.409022 -0.2 0.2 0.1
C 1.740267 -2.064307 7.196294 0.1 0.2 0.0
O -1.171550 -3.146555 -3.231858 0.0 -0.1 -0.1
H 3.645070 1.494728 3.480969 -0.5 1.1 0.4
C 2.230610 -8.390129 -2.601619 0.1 0.3 -0.1
H 1.172857 -4.236981 -3.002256 -0.1 0.2 0.0
C -4.627466 7.064380 -1.982260 0.0 -0.3 0.1
H 4.007701 3.623081 6.955178 -0.9 0.1 -0.7
H -1.405363 -1.508809 -5.229160 0.0 0.0 0.0
C -0.081345 -3.464213 -10.337423 0.1 0.1 0.2
H 1.755301 0.786568 1.312101 -0.7 0.4 0.8
C 2.665019 5.488261 2.866022 1.3 2.0 -0.1
H -3.089260 -3.702268 -0.586446 0.1 0.0 0.0
H -3.898115 9.908664 -0.164427 0.0 0.0 0.0
H -3.243759 -1.115878 -10.349690 0.0 0.0 0.0
C -1.047651 -3.541157 -11.455022 0.1 -0.2 -0.2
C -2.793107 -5.230198 3.033421 0.0 0.2 0.1
C 3.103687 2.512093 5.320033 -0.3 -1.3 0.6
H 3.038983 -3.751630 -4.579217 0.0 0.0 0.0
H 3.469708 -4.921533 9.287759 0.0 0.0 0.0
H 0.568015 0.911353 -0.560087 -0.9 0.0 0.5
B 3.286647 3.185277 0.720036 0.6 -0.7 -1.2
C 0.375499 4.342438 0.941838 0.3 1.0 -1.0
H 2.744152 -6.351997 -2.866455 0.0 0.0 0.0
C 1.122352 -6.557055 -1.409709 -0.1 0.3 0.1
H 2.148828 -0.137433 3.496738 -1.0 0.8 0.1
H -3.899043 5.428301 2.359249 0.0 0.4 -0.5
C 2.953244 -4.177420 8.694182 -0.2 -0.2 -0.1
H 0.768411 -4.133157 -10.387298 0.0 0.0 0.0
F 2.176506 6.132363 4.015902 0.6 -0.6 -1.1
O 4.496817 -2.542246 9.382236 -0.1 -0.1 0.0
F 2.433488 6.433496 1.832164 0.3 -0.7 0.9
O 2.804463 -2.114862 -6.578024 -0.1 -0.1 0.0
C -2.394152 -1.785113 -10.399724 -0.1 -0.1 -0.2
C 1.064366 -3.551537 -3.836133 0.3 -0.1 -0.1
H 1.225037 -1.318690 6.602450 0.1 0.0 -0.1
C 1.066133 1.273995 2.076295 0.1 -2.1 -0.3
C -4.119778 9.250600 -0.995036 0.0 -0.2 0.1
O -0.410648 6.183495 2.544671 0.1 -0.1 -0.4
H 4.411436 3.086720 3.696852 -1.2 -0.2 0.0
H 0.439950 -2.542347 -8.503754 0.0 0.0 0.0
C 1.119414 0.307311 3.352065 0.4 -0.5 0.0
H 0.444807 -0.598115 3.221238 0.6 1.0 -0.2
C -0.447369 0.854358 -0.089100 -1.4 0.3 0.9
H 1.449362 -5.465093 7.941041 0.0 0.0 0.0
H -0.694956 -1.403883 0.058600 -0.5 0.8 -0.1
C -0.259656 -2.909959 -3.997312 -0.2 0.0 0.2
H -0.129054 3.602595 0.245686 0.7 0.5 0.9
O -3.239224 -7.313717 2.033707 0.1 0.1 -0.1
H -0.464952 -7.134488 -0.018699 0.0 0.0 0.0
O -1.590638 -0.931318 -8.361119 0.0 -0.1 -0.2
H -1.122007 1.662369 -0.506456 1.0 -0.7 0.0
N 4.750249 3.433306 0.912120 -0.7 0.2 0.1
C -0.257467 -2.612288 -9.328121 0.1 -0.2 -0.1
O 1.469686 -10.562091 -2.120380 0.0 0.1 0.0
H -2.177498 4.163052 2.830772 0.3 0.7 -0.7
C -3.020218 -4.177562 0.384550 -0.1 -0.2 -0.2
O -3.996131 11.067571 -2.484520 0.0 -0.1 0.0
C -0.755856 5.309162 1.458607 -1.3 0.4 -0.8
O -2.575137 -2.098073 1.383683 -0.4 -0.6 0.4
C 1.871626 -4.468417 7.972997 0.2 -0.1 0.2
H -4.524443 9.470411 -4.457071 0.0 0.0 0.0
H 0.460416 -1.026789 -6.800344 0.0 0.0 0.1
O 1.018017 -5.364876 -1.198624 0.0 -0.3 0.0
H -1.174205 -0.667653 -1.511434 0.0 0.1 1.1
H 1.017488 4.961363 0.236346 -0.7 -0.5 0.8
C 0.257597 -7.537079 -0.717733 -0.1 -0.2 0.1
C 3.510952 -2.806561 8.722156 0.2 0.2 0.1
H -3.405181 -6.152393 -0.279701 0.0 0.0 0.0
H 0.789486 0.797322 4.301551 0.4 -0.3 -0.8
C 1.891921 -2.352191 -5.808952 0.2 0.1 0.0
H -0.635688 7.076498 2.255290 0.2 -0.3 0.2
C 2.063550 -3.291922 -4.679753 -0.1 -0.1 0.2
O 2.867019 2.782915 -0.618323 0.0 1.2 1.3
C -2.624393 -3.918144 2.870677 0.0 -0.2 0.2
C -4.483110 8.995563 -3.484868 -0.1 -0.2 -0.1
C 3.093187 3.746216 6.294844 1.0 -0.3 -0.2
H 3.025762 3.580366 -1.155856 0.1 -0.6 -0.2
C -1.200597 -0.511988 -0.385836 0.6 0.8 -1.5
H -0.978921 2.053823 1.779019 0.2 -0.8 -0.5
C -2.134640 4.614896 1.810339 0.5 -1.0 -1.7
H 5.312707 2.588517 0.819219 -0.1 0.4 -0.2
H -1.006482 5.991984 0.582292 0.1 -0.8 0.8
C 0.369459 -8.844532 -0.949919 -0.1 0.2 0.1
Cl 0.129652 3.550155 4.347005 0.6 -0.1 -0.6
O 0.197233 -3.703719 6.509689 0.1 -0.1 0.1
C 1.365155 -9.370601 -1.909050 0.0 -0.3 0.0
C -2.726567 -3.291968 1.533602 0.1 0.4 0.1
H -2.915422 -2.707356 -12.234418 0.0 0.0 0.0
C 0.568905 -1.711122 -5.968925 -0.2 0.1 0.1
F 4.060557 5.529989 3.022382 -1.2 0.3 0.0
O -4.815054 5.873200 -1.834106 0.0 0.1 -0.1
C -1.427785 -1.708105 -9.282097 0.0 0.2 0.2
H -4.285219 7.467829 0.141458 0.1 -0.1 0.0
O -0.886084 -4.316432 -12.375954 0.0 0.1 0.1
C -0.406757 1.134211 1.492934 0.1 0.1 -0.6
C -3.087469 -6.114982 1.885322 0.0 -0.2 0.1
C -4.182762 9.875780 -2.333529 0.1 0.3 0.1
H -4.912009 7.031264 -4.152805 0.0 0.0 0.0
H -0.255896 -9.575271 -0.452715 0.0 0.0 0.0
H 2.698817 1.468907 6.874211 0.1 0.1 -0.3
N 2.889417 1.345222 5.870448 0.2 1.2 -0.6
H -3.854136 5.062695 0.779882 0.2 0.4 0.3
H 5.107381 4.207333 0.351891 0.2 -0.4 0.1

118
Properties=species:S:1:pos:R:3:forces:R:3 method="wB97M-V/def2-TZVPD" total_charge=-2
C 4.799393 -0.411914 -3.907816 0.2 0.1 0.0
H -1.923726 -4.371187 6.161641 0.0 0.0 0.0
C 2.398227 2.772010 -0.324324 0.1 0.0 -0.1
C -1.962006 -3.339786 5.839266 0.0 0.1 0.0
C -1.804889 -4.028959 -2.298982 0.0 0.0 0.0
N -2.009584 0.542087 -0.807714 0.3 -0.1 0.0
C -4.186870 0.910910 -1.774963 0.0 -0.1 0.0
O 3.998505 -7.238448 1.178773 0.0 0.1 0.0
H 0.224862 -4.552196 -3.961342 0.0 0.0 0.0
S -2.452164 6.869270 2.212904 0.0 0.1 0.0
H -1.078228 3.074038 4.276363 0.0 0.0 0.0
C -3.753426 5.853165 1.447207 0.0 -0.1 0.0
H 5.190589 -0.678605 -0.604803 0.0 0.0 0.0
C -1.703955 -1.670932 4.114995 0.0 0.0 0.0
C -2.864184 2.584397 3.213566 0.0 0.0 0.0
H 2.112860 2.765607 -3.990518 0.0 0.0 0.0
C -1.002941 -2.977631 -3.071212 0.0 -0.1 0.0
C -6.362587 -0.371032 -1.753369 0.1 -0.1 0.0
C 4.838289 1.902448 -1.139392 0.1 0.1 0.0
H 0.607750 3.088685 -2.109298 0.0 0.0 0.0
C 1.512977 -2.880671 -3.488483 0.0 0.1 0.0
O 5.293330 -6.699044 2.897418 -0.1 0.0 0.1
H -4.698975 -2.809683 -0.033369 0.0 0.0 0.0
H -3.826679 1.867592 -2.123597 0.0 0.0 0.0
C 3.484335 -2.744547 1.934042 0.0 0.0 0.1
H -3.356838 -3.932826 -0.786590 0.0 0.0 0.0
N 1.344335 -1.477002 -3.161438 0.1 -0.1 0.1
H -1.201192 5.972663 0.388817 0.0 0.0 0.0
C 3.333528 3.708222 -0.758670 0.0 0.0 0.0
H 0.948064 5.372560 1.698586 0.0 0.0 0.0
I -2.791093 -2.838244 8.703183 0.0 0.0 0.1
C -1.669258 3.493466 3.458591 0.0 0.0 0.0
N 1.618582 0.763479 2.900388 0.1 0.0 0.0
H -7.402771 -0.297031 -2.046757 0.0 0.0 0.0
H -3.319603 5.376578 0.568267 0.0 0.0 0.0
C 4.570493 3.260936 -1.187725 0.0 0.0 0.0
S -0.601302 3.639437 2.004978 0.0 0.0 -0.1
O -0.780122 -2.201496 2.006750 0.0 0.1 -0.1
C 1.887242 0.812248 -3.169818 0.3 -0.2 -0.2
C 4.930087 0.892915 -4.398579 -0.1 -0.1 0.0
H -1.687548 -2.356675 -3.653685 0.0 0.0 0.0
H 2.258613 -3.019231 -4.283887 0.0 0.0 0.0
C 3.839893 1.055049 -0.688146 0.0 -0.5 0.2
H -6.776216 -2.144908 -0.681433 0.0 0.0 0.0
H -1.993154 4.495169 3.741701 0.0 0.0 0.0
C 4.743848 -4.540904 0.230917 -0.1 0.0 0.0
H 0.256664 2.682101 -3.779324 0.0 0.0 0.0
N 3.331610 -1.118628 0.181849 0.0 -0.3 0.0
H 1.423753 3.082791 0.037299 0.0 0.0 0.0
N 0.759095 1.023881 -2.570200 -0.3 0.1 0.1
H 4.175210 2.782993 -4.863635 0.0 0.0 0.0
C -3.196860 0.107740 -1.136860 -0.1 -0.1 0.1
H 5.198351 -5.256190 -0.444850 0.0 0.0 0.0
H 3.428555 -6.749931 0.565323 0.0 -0.1 0.0
C 2.322534 -0.645671 -3.243986 -0.1 0.1 0.0
La 0.066153 -0.872607 -0.029319 -0.7 -0.2 -1.0
H -0.863810 2.207593 -0.370804 0.0 0.0 -0.1
C 4.157558 -0.368123 -0.410808 0.0 0.3 0.0
H -2.619398 -0.233067 7.049937 0.0 0.0 0.0
C -5.520730 0.670082 -2.084844 0.0 0.1 0.0
C -4.724094 -1.905258 -0.626334 0.2 0.1 -0.1
C -3.406696 -1.364587 -0.901750 -0.2 0.1 0.1
H -0.005968 -3.145659 -4.987504 0.0 0.0 0.0
H 5.704177 -1.017570 -3.944184 0.0 0.0 0.0
C 3.824638 -4.002059 2.392967 0.0 0.1 0.0
C -2.357414 -1.005482 6.339934 0.0 0.0 0.0
C 2.628447 1.823340 -3.878129 0.0 -0.1 0.0
O -1.681375 -0.191238 2.253498 0.0 0.1 -0.2
C 4.455641 -3.260591 -0.212271 0.1 -0.2 -0.1
C -2.053739 -0.683724 5.024684 0.0 0.0 0.0
H 3.864513 -2.103596 -3.143326 0.0 0.0 0.0
H -2.549182 2.567673 -0.677641 0.1 0.0 0.1
C 4.630536 -6.327437 1.968461 0.1 -0.1 -0.2
C 3.907994 1.833077 -4.401568 -0.1 0.1 0.0
H -1.346428 -3.743837 3.811486 0.0 0.0 0.0
C 3.705099 -1.063885 -3.406907 -0.2 0.0 -0.1
H 5.886647 1.184894 -4.815066 0.0 0.0 0.0
C -1.352406 2.270827 -2.470177 0.0 0.0 0.0
C 1.160985 0.262643 1.958099 0.3 0.4 0.9
H -3.414343 2.474109 4.152651 0.0 0.0 0.0
H -4.512308 6.556450 1.102480 0.0 0.0 0.0
C -2.314623 -2.335868 6.728454 0.0 0.0 -0.1
H -5.985052 1.474977 -2.651991 0.0 0.0 0.0
H -0.363108 7.289147 1.206195 0.0 0.0 0.0
H 3.570583 -4.299698 3.401688 0.0 0.0 0.0
N 2.631993 1.471498 -0.315824 -0.2 0.1 0.1
H 0.026652 5.633114 3.167420 0.0 0.0 0.0
C -2.357556 -3.520072 -0.933504 0.0 0.1 0.0
N -2.322597 -2.062240 -0.867928 0.2 -0.2 0.1
Br 0.964087 -3.748763 -0.158244 0.1 -0.2 0.0
H 1.858800 -3.433533 -2.610620 0.0 0.0 0.0
C -1.371441 -1.316471 2.684336 0.0 -0.1 -0.2
H 4.659646 -2.972342 -1.236022 0.0 0.0 0.0
H 2.938424 -2.041302 2.551887 0.0 0.0 0.0
C -1.712496 1.946472 -1.015830 0.0 -0.1 0.0
C 0.138369 2.324976 -2.749278 0.0 -0.1 0.1
H 5.795032 1.499982 -1.446858 0.0 0.0 0.0
H 3.084876 4.761585 -0.758698 0.0 0.0 0.0
H -2.642851 -4.367601 -2.918078 0.0 0.0 0.0
C 3.791277 -2.382400 0.628051 -0.1 0.3 -0.1
C -5.968246 -1.491585 -1.006070 -0.1 0.0 0.0
H -5.488260 4.887051 2.289375 0.0 0.0 0.0
H -2.073507 0.343006 4.688633 0.0 0.0 0.0
H -1.792050 3.233537 -2.759122 0.0 0.0 0.0
H -1.178778 -4.902347 -2.101492 0.0 0.0 0.0
H -0.567313 -2.287705 -2.367385 0.0 0.1 0.0
H -2.532272 1.590829 2.898948 0.0 0.0 0.0
C -0.925135 6.366203 1.368258 0.0 -0.1 0.0
C -4.403423 4.790151 2.351789 0.0 0.1 0.1
H 5.316920 3.955204 -1.553266 0.0 0.0 0.0
C 4.421411 -4.916178 1.530025 0.0 0.0 0.1
H -4.131269 4.956379 3.395011 0.0 0.0 0.0
C -1.648937 -2.994438 4.531393 0.0 0.0 0.0
C -0.062781 5.354849 2.115119 0.0 0.1 0.1
H -1.719991 -3.897891 -0.136352 0.0 0.0 0.0
C 0.158373 -3.458997 -3.952284 0.0 0.0 0.0
H -1.791171 1.509318 -3.119756 0.0 0.0 0.0
S -4.013486 3.080156 1.910368 0.0 -0.1 0.0

| no. | HOMO-LUMO gap (eV) |
| --- | --- |
| 1 | 4.63 |
| 2 | 5.24 |